No. 1
DFT (ωB97M-V/def2-TZVPD) results for a molecular structure, C29H35AsNO11S3Ti.

Last column: Mulliken charge in e.
Element x y z (Å)
Ti: 0.142011 0.233808 0.092149  0.7703
O: 2.206255 3.906247 -1.259463  -0.6229
As: 1.023598 2.650456 -1.564636  0.9837
O: 1.573842 1.782670 -2.828797  -0.6516
O: 1.014694 1.809058 -0.058122  0.5280
C: -0.521946 3.792966 -1.619216  -0.6699
C: -0.363491 5.106744 -2.025831  -0.7554
C: -1.450343 5.969944 -1.973163  -0.5574
C: -2.681936 5.536558 -1.506383  -0.7127
C: -2.856566 4.220396 -1.105557  -0.5095
C: -1.773240 3.361321 -1.166084  0.2955
S: -1.987137 1.674738 -0.723950  1.3948
O: -3.376005 1.376986 -0.839075  -0.6717
O: -1.042906 0.951123 -1.634269  -0.6257
O: -1.404660 1.489198 0.645102  -0.5657
H: 2.974324 3.690989 -1.804404  0.3241
H: 0.601097 5.450241 -2.367291  0.5422
H: -1.328935 6.995509 -2.296470  0.4086
H: -3.515171 6.224959 -1.458592  0.4123
H: -3.814882 3.849371 -0.768303  0.5246
O: -1.935408 -0.986174 0.073582  -0.2990
S: -3.381968 -1.390766 0.239311  0.1381
C: -3.345045 -3.223085 0.247187  -0.9964
C: -1.931185 -3.762424 0.430742  -0.3576
C: -1.170766 -3.876764 -0.895488  -0.5599
C: 0.299156 -4.228799 -0.676743  -1.1059
S: 1.343018 -2.755177 -0.440534  0.2575
O: 0.292802 -1.672953 -0.154373  -0.0166
C: 1.835887 -2.495140 -2.132298  0.9563
C: 1.246762 -1.510902 -2.903298  -0.4038
C: 1.740450 -1.278936 -4.180013  -0.6610
C: 2.798407 -2.034601 -4.666171  -0.6311
C: 3.373794 -3.027586 -3.879461  -0.7029
C: 2.900871 -3.254570 -2.596618  -0.5857
C: -3.751592 -1.135342 1.965565  0.6708
C: -5.082277 -1.055441 2.349859  -0.6428
C: -5.383419 -0.885863 3.693585  -0.5836
C: -4.359876 -0.795448 4.629433  -0.5448
C: -3.032283 -0.866755 4.226497  -0.8371
C: -2.721079 -1.033136 2.884829  -0.0674
H: -3.772101 -3.536027 -0.707557  0.5336
H: -4.020822 -3.526413 1.045290  0.4989
H: -1.987094 -4.749898 0.894877  0.6312
H: -1.382259 -3.116135 1.118155  -0.0284
H: -1.251079 -2.941875 -1.451107  0.1100
H: -1.627705 -4.657198 -1.507414  0.6512
H: 0.747814 -4.755745 -1.517547  0.5555
H: 0.429944 -4.830745 0.224799  0.5739
H: 0.429016 -0.907852 -2.530426  0.2396
H: 1.305771 -0.487462 -4.775107  0.4433
H: 3.183985 -1.844888 -5.659540  0.4122
H: 4.198142 -3.617052 -4.260119  0.4502
H: 3.354646 -4.017802 -1.970304  0.4980
H: -5.871653 -1.118731 1.608738  0.4217
H: -6.416522 -0.814156 4.007740  0.4169
H: -4.599945 -0.661689 5.676698  0.4001
H: -2.236158 -0.798273 4.957741  0.4813
H: -1.692886 -1.079250 2.552686  0.2056
C: 0.436726 1.190911 3.075753  -1.6101
C: 0.603804 0.034403 2.129973  1.4897
O: 1.116810 -1.006047 2.450419  -0.5942
H: 0.658995 0.878308 4.094910  0.4577
H: -0.565245 1.610989 2.999054  0.2570
H: 1.139164 1.965118 2.760450  0.2176
O: 3.436978 0.782832 1.342826  -0.7977
C: 3.313754 0.017339 0.375201  -0.2920
O: 2.285949 -0.305092 -0.270361  0.5847
C: 4.610133 -0.622599 -0.146541  -0.6058
N: 5.685210 -0.057439 0.748959  0.0215
C: 6.620679 0.757501 -0.093297  -0.6744
C: 5.751105 1.160214 -1.276882  -0.5880
C: 4.941270 -0.112475 -1.552072  -0.2219
H: 4.541120 -1.705148 -0.070169  0.4262
H: 6.153023 -0.744905 1.330554  0.3330
H: 5.048809 0.549658 1.351966  0.4784
H: 7.441594 0.119274 -0.414049  0.3331
H: 7.014164 1.584736 0.490627  0.4254
H: 6.350014 1.475414 -2.127717  0.5350
H: 5.087276 1.980433 -0.996238  0.0702
H: 5.546902 -0.841079 -2.093604  0.4159
H: 4.027823 0.068724 -2.118299  -0.0249

Cartesian forces (eV/Å) of the 6 atoms listed first:
0.79 -0.92 -0.41
0.19 0.07 0.08
0.74 0.41 -0.53
-0.21 -0.06 0.18
0.24 0.97 -0.54
-0.38 -0.29 0.35

## Properties
net charge: +1
energy relative to the best compared isomer or geometry (same formula, charge and spin): 206.36 kJ/mol
HOMO-LUMO gap: 7.9 eV


No. 2
DFT (ωB97M-V/def2-TZVPD) results for a molecular structure, C29H35BeCl3N4O2P2.

Last column: Mulliken charge in e.
Element x y z (Å)
Be: 0.830527 -0.236605 5.766187  0.0994
C: -1.464619 2.018009 4.524560  -0.7359
C: -1.657219 0.977849 3.709437  -0.4187
C: -0.992133 0.727289 2.381006  -0.4803
C: 0.266857 -0.183472 2.396768  -0.6130
C: 1.135775 -0.117602 3.605934  -0.3204
C: 1.385499 1.014899 4.353479  0.1290
C: 0.983576 2.393987 3.856315  -0.9212
C: -0.292036 2.964526 4.500061  -0.7066
C: 1.856649 -1.477420 6.259918  -0.9412
H: -2.178535 2.242179 5.324163  0.4193
H: -2.342687 0.180579 4.008794  0.3601
H: -0.743691 1.676588 1.883008  0.2858
H: -1.740387 0.225347 1.737530  0.4837
H: -0.064875 -1.225206 2.266593  0.4210
H: 0.861797 0.024023 1.488393  -0.0316
H: 1.789874 -0.998003 3.695945  0.5396
H: 2.281482 1.077473 5.004414  0.4599
H: 0.848119 2.385996 2.772753  0.3651
H: 1.819104 3.084573 4.047667  0.3786
H: -0.036895 3.258861 5.536674  0.3832
H: -0.596532 3.891226 3.973662  0.4271
H: 1.925740 -1.544922 7.341018  0.2585
H: 2.843725 -1.417624 5.808031  0.2686
H: 1.365799 -2.369085 5.871525  0.1849
P: 1.371265 -1.233798 -3.247230  -0.1435
P: -1.621989 -0.696416 -2.881783  -0.3122
N: 2.800498 -0.252380 -3.106147  0.3384
N: 2.163105 -2.477823 -4.219307  0.3415
N: -1.904227 1.008284 -2.591192  0.4859
N: -3.287753 -1.073065 -3.234480  0.3892
C: 0.536278 -0.276910 -4.604482  -0.6531
C: -0.972427 -0.574012 -4.616232  -1.0070
C: 3.175789 0.381658 -1.912514  -0.3433
C: 4.211455 1.252038 -2.186106  -0.5607
C: 4.498690 1.163097 -3.592251  -0.6929
C: 3.616186 0.232864 -4.131371  -0.0883
C: 2.333070 -3.782231 -3.728263  -0.4571
C: 2.758676 -4.593939 -4.764783  -0.5854
C: 2.869076 -3.776256 -5.938302  -0.8135
C: 2.518143 -2.484526 -5.565631  -0.0389
C: -1.746184 1.600566 -1.329383  -0.4238
C: -1.852314 2.973475 -1.466631  -0.3182
C: -2.082482 3.252620 -2.850435  -1.1283
C: -2.129578 2.031737 -3.509484  -0.1038
C: -4.219141 -0.365420 -4.003838  -0.0923
C: -5.311353 -1.191340 -4.245683  -0.6324
C: -5.037935 -2.453576 -3.611009  -0.5465
C: -3.803421 -2.359479 -3.003849  -0.4137
H: 0.986034 -0.532457 -5.572575  0.4478
H: 0.711586 0.795467 -4.424408  0.4624
H: -1.517311 0.193277 -5.179113  0.4210
H: -1.176272 -1.538535 -5.109701  0.5013
H: 2.658297 0.129323 -0.994615  0.2978
H: 4.696131 1.911436 -1.484460  0.4091
H: 5.230732 1.723524 -4.139130  0.4527
H: 3.514286 -0.129969 -5.143841  0.2101
H: 2.151428 -3.987737 -2.679278  0.4043
H: 2.977853 -5.645174 -4.705876  0.4104
H: 3.167990 -4.089360 -6.922263  0.4380
H: 2.526022 -1.573324 -6.157363  0.3113
H: -1.604649 0.974579 -0.454432  0.2176
H: -1.789859 3.704259 -0.676619  0.4622
H: -2.209678 4.217276 -3.307037  0.4483
H: -2.345146 1.817229 -4.553165  0.4033
H: -4.046743 0.661458 -4.283805  0.2614
H: -6.180093 -0.934139 -4.817683  0.4512
H: -5.673756 -3.323385 -3.636215  0.4111
H: -3.229484 -3.063256 -2.414705  0.3602
Cl: -1.764989 2.047283 9.496117  -0.1324
C: -1.179593 0.463970 8.896576  0.6024
Cl: 0.011846 -0.226831 10.060460  -0.1321
Cl: -2.527808 -0.642501 8.662879  -0.1258
C: -0.329304 0.695754 7.569701  0.3572
O: 0.437424 1.664374 7.585891  -0.5764
O: -0.463299 -0.191152 6.611219  -0.2696

Cartesian forces (eV/Å) of the 6 atoms listed first:
-0.26 -0.51 0.86
0.07 -0.02 0.09
-0.15 -0.18 0.28
0.21 0.04 -0.40
-1.03 -0.32 -0.12
1.66 1.23 0.12

## Properties
net charge: 0
energy relative to the best compared isomer or geometry (same formula, charge and spin): 28.87 kJ/mol
HOMO-LUMO gap: 8.3 eV


No. 3
DFT (ωB97M-V/def2-TZVPD) results for a molecular structure, C29H35BrN10O5RuS.

Last column: Mulliken charge in e.
Element x y z (Å)
Ru: 0.792153 0.193082 0.174862  -0.6923
C: 5.876350 2.338627 1.800053  -1.3429
C: 4.736366 1.773114 2.556993  1.0566
N: 4.717152 1.486137 3.825767  -0.8928
N: 3.459880 1.005175 4.044567  0.2793
C: 2.712180 0.970826 2.939099  0.2044
S: 1.117228 0.390964 2.735486  -0.2167
N: 3.520796 1.472274 1.991692  0.3137
N: 3.066946 1.573314 0.690638  -0.3521
H: 6.746188 2.366573 2.450415  0.3718
H: 5.651251 3.351376 1.463725  0.2940
H: 6.108973 1.729384 0.926064  0.3356
H: 3.176062 0.724516 4.967450  0.2054
H: 3.820339 1.694773 0.028136  0.2124
H: 2.346611 2.317442 0.637168  0.3519
C: -1.872389 -0.207197 -4.859483  -1.2016
N: -0.716085 -0.057655 -3.980761  0.1148
C: 0.399757 0.569969 -4.469501  -0.2149
C: 1.499248 0.760852 -3.724845  -1.4279
C: 1.410809 0.271335 -2.383944  0.5385
O: 2.320162 0.458575 -1.536741  -0.5552
N: 0.332016 -0.377012 -1.901288  0.8174
C: -0.804441 -0.488593 -2.660684  0.0844
O: -1.846629 -0.987258 -2.238870  -0.8309
H: -1.577036 -0.715094 -5.776298  0.3973
H: -2.288962 0.769805 -5.105399  0.3649
H: -2.620804 -0.796163 -4.341843  0.3603
H: 0.317143 0.913519 -5.492327  0.5007
H: 2.366307 1.296597 -4.070621  0.5371
Br: -5.837249 3.716836 2.522397  -0.1398
C: -4.031016 3.727718 1.956001  -0.0951
C: -3.674732 4.460566 0.833246  -0.3116
C: -2.367043 4.397467 0.377635  -0.8607
C: -1.433368 3.587502 1.013124  0.8541
C: -1.800830 2.899394 2.162773  0.0242
C: -3.098058 2.975702 2.650285  -0.6649
C: -0.039730 3.477351 0.446838  -0.1905
O: 0.438032 4.416145 -0.160389  -0.6979
O: 0.582031 2.362060 0.708831  -0.5278
H: -4.411195 5.069800 0.326832  0.4957
H: -2.050324 4.972895 -0.483046  0.5026
H: -1.057744 2.295486 2.669491  0.4362
H: -3.386603 2.456312 3.554171  0.4868
C: -3.926081 1.988056 -1.372552  -1.0852
N: -3.265558 1.163494 -0.362995  0.6556
C: -3.964492 0.512680 0.569515  -0.5692
C: -3.351568 -0.282419 1.471172  -1.3805
C: -1.944666 -0.421748 1.381489  0.4867
N: -1.215542 0.200664 0.446879  1.8451
C: -1.871057 1.087900 -0.435939  -0.1871
O: -1.291425 1.786764 -1.229900  -0.6718
N: -1.379798 -1.304590 2.234199  -0.2027
H: -4.954772 2.147296 -1.060370  0.3885
H: -3.894585 1.476663 -2.334337  0.2122
H: -3.408712 2.937212 -1.456009  0.3693
H: -5.035862 0.663919 0.564300  0.5044
H: -3.912676 -0.789680 2.239419  0.5663
H: -1.894217 -1.519184 3.072256  0.2897
H: -0.376038 -1.365771 2.300669  -0.0681
C: 0.135291 -5.556917 -0.445149  -0.7946
N: -0.705145 -4.329774 -0.333347  0.1106
C: -1.020819 -4.048929 1.087727  -0.6370
C: -0.107861 -3.135597 -1.087266  -1.6409
C: 1.249380 -2.755712 -0.588914  0.7734
C: 2.311344 -3.454653 -1.164412  -0.5049
C: 3.606876 -3.305000 -0.716656  -1.2238
C: 3.821480 -2.492483 0.376979  -0.9410
C: 2.773215 -1.755847 0.906457  -0.5376
C: 1.445057 -1.766497 0.417442  1.8166
H: -0.406575 -6.387395 0.000221  0.3664
H: 1.064953 -5.375325 0.085058  0.3861
H: 0.337417 -5.753245 -1.494334  0.3241
H: -1.586881 -4.513977 -0.809763  0.3687
H: -0.108211 -3.712747 1.574247  0.2442
H: -1.393886 -4.963513 1.542348  0.4381
H: -1.761554 -3.259726 1.127123  0.2279
H: -0.837422 -2.329455 -1.038107  -0.2397
H: -0.068031 -3.504307 -2.113479  0.5402
H: 2.110374 -4.126418 -1.992589  0.4766
H: 4.422189 -3.832797 -1.192875  0.4401
H: 4.814645 -2.394835 0.797648  0.4817
H: 2.991476 -1.140618 1.766130  0.4474

Cartesian forces (eV/Å) of the 6 atoms listed first:
-1.05 -0.76 0.87
0.01 0.01 0.03
0.01 0.08 0.16
-0.07 0.01 -0.13
0.02 0.03 0.05
-0.26 -0.29 0.06

## Properties
spin multiplicity: 2
net charge: +1
energy relative to the best compared isomer or geometry (same formula, charge and spin): 0.00 kJ/mol
HOMO-LUMO gap (alpha / beta): 8.0 / 7.3 eV


Question: Among the records above, which one has the lowest energy relative to the best compared isomer or geometry (same formula, charge and spin)?
Answer: C29H35BrN10O5RuS


Question: What is the formula in the third record?
Answer: C29H35BrN10O5RuS


Question: Look up the net charge of the third one.
Answer: +1